[1]
This record from the Open Molecules 2025 dataset describes a molecular structure, C23H30BBrCrF2NO2SbTe in a non-equilibrium geometry. The level of theory is ωB97M-V/def2-TZVPD.

The geometry in XYZ format:
```
63
Properties=species:S:1:pos:R:3:forces:R:3
Te -0.5544 -0.4716 -3.1298 -0.2 0.2 -0.9
Sb -1.3678 2.6946 -0.0807 -0.2 0.3 0.5
Br -5.1695 -2.1057 4.2004 0.2 0.0 0.0
Cr 0.0501 -0.1278 -0.6747 0.0 1.1 -0.9
F -0.0456 -2.9922 -0.3964 -0.2 -0.6 0.5
F 2.1099 -2.2206 -0.3348 0.1 -0.1 0.4
O 0.5320 -1.2515 1.1437 -2.1 0.3 2.3
O -1.4585 -0.5983 0.4218 -0.6 -2.1 3.0
N 2.0322 2.1818 -0.5095 0.3 0.2 0.0
C 1.5794 5.1847 -5.4567 0.0 -0.1 0.0
C -0.9462 4.8603 -0.0400 0.1 -0.5 -0.2
C 2.5124 0.5604 -3.8569 0.0 -0.1 0.1
C 1.9428 2.8441 -4.6234 -0.1 0.1 -0.1
C 0.1295 1.4052 -3.9675 -0.1 -0.4 0.3
C -0.7646 2.4208 -4.3079 -0.2 0.0 0.1
C -0.6485 2.3297 1.9563 0.0 0.1 -0.3
C 1.4815 1.1933 -0.7608 1.2 1.0 0.1
C -2.7660 -1.6081 2.7877 1.2 0.2 -0.7
C -1.3675 -1.6788 2.5619 -1.2 -1.1 2.6
C -2.1399 5.7875 0.0364 0.0 -0.1 0.0
C -1.2206 3.2615 3.0105 0.0 -0.1 -0.1
C -2.2436 2.2356 -4.1607 0.0 0.0 0.1
C -4.4029 2.2973 -0.6168 0.0 0.0 0.1
C -0.2854 3.6353 -4.7801 0.1 0.1 -0.1
C 1.0696 3.8702 -4.9394 0.0 0.0 0.1
C 1.4959 1.6182 -4.1503 0.2 -0.1 0.0
C -3.2808 -2.1659 3.9238 -0.6 -0.2 0.6
C -1.1147 -2.8389 4.6710 -0.5 -0.2 0.6
C -0.8222 -1.1783 1.3681 1.5 2.0 -3.7
C -0.5519 -2.3024 3.5427 -0.2 0.6 -1.3
C -2.4928 -2.7882 4.8852 0.4 0.2 -0.5
C -3.4857 2.6509 0.5404 0.5 0.2 -0.1
B 0.7881 -1.9175 -0.1634 0.9 -1.1 -2.3
H 0.4389 2.4091 1.9319 0.0 -0.1 -0.2
H -0.9034 1.2931 2.1877 0.0 0.0 0.0
H -2.3040 3.1695 3.0663 -0.1 0.1 0.1
H 1.6658 5.1567 -6.5447 0.0 0.1 -0.1
H 3.0048 3.0023 -4.7509 0.2 0.0 0.0
H -2.6386 5.7181 1.0020 -0.1 0.0 0.0
H -0.9768 4.2988 2.7847 0.0 0.1 0.0
H -0.4054 5.0380 -0.9680 0.1 0.0 0.0
H -3.3927 -1.1320 2.0500 -0.1 0.0 -0.1
H 2.5629 5.4029 -5.0444 0.1 0.1 0.0
H 2.2029 -0.3943 -4.2830 0.1 0.0 0.1
H -2.8601 5.5493 -0.7436 -0.2 0.1 0.0
H -1.8142 6.8194 -0.1058 -0.1 0.1 0.0
H -0.8116 3.0272 3.9952 0.0 0.1 0.1
H 3.4751 0.8445 -4.2749 0.2 0.0 0.0
H -0.2529 5.0533 0.7778 0.1 -0.1 0.0
H -3.5488 1.8858 1.3152 0.1 0.0 0.1
H -2.7845 3.0700 -4.5999 -0.1 0.1 0.0
H -2.9410 -3.2274 5.7623 0.0 0.0 0.1
H 0.8988 5.9906 -5.1892 0.0 0.1 0.0
H -4.0979 1.3533 -1.0686 0.0 0.0 -0.2
H -3.7649 3.6084 0.9765 0.0 0.0 0.1
H 0.5137 -2.3630 3.3727 0.0 0.1 0.0
H -4.3744 3.0729 -1.3820 0.0 0.0 -0.1
H -2.5000 2.1617 -3.1012 -0.1 -0.1 0.0
H -0.4879 -3.3145 5.4130 0.0 0.0 0.0
H -2.5544 1.3133 -4.6484 -0.1 -0.1 0.1
H -5.4338 2.1888 -0.2777 -0.1 0.0 -0.1
H 2.6236 0.4278 -2.7784 0.0 -0.1 -0.1
H -0.9860 4.4201 -5.0329 -0.2 0.1 0.0
```
Positions in Å, forces in eV/Å.

Its spin multiplicity is 4. As for the expectation value of S²: 3.860. The value obtained for the total energy is -148333.0950 eV. The calculation puts the lowest unoccupied orbital energy (spin up / spin down) at 1.0 / 1.0 eV. The value obtained for the energy above the lowest of the compared OMol25 structures with the same formula, charge and spin is 32.4 kcal per mole. As for the total charge: -1.

Here are the natural (NBO) charges for atoms 1 to 6, given in e:
1 Te -0.15
2 Sb 1.04
3 Br 0.04
4 Cr 0.57
5 F -0.54
6 F -0.52

=====

[2]
This record from the Open Molecules 2025 dataset describes a molecular structure, C23H30FN9O4PtS2. The level of theory is ωB97M-V/def2-TZVPD.

The geometry in XYZ format:
```
70
Properties=species:S:1:pos:R:3:forces:R:3
Pt -0.0837 -0.3034 1.1500 0.1 0.3 -0.1
S -0.1712 3.6912 -0.0333 -0.1 0.0 -0.1
S 1.4132 1.5397 0.8009 -0.1 -0.3 0.1
F -2.9386 -4.8308 -1.6805 0.1 0.2 0.1
O 5.2787 -0.6193 -4.3973 -0.1 0.0 0.1
O 2.2554 -1.1038 2.4443 0.0 0.0 0.1
O 6.4752 1.0224 -3.5204 0.0 0.0 0.0
O 0.1492 0.6437 3.7322 0.2 -0.1 0.0
N -1.6667 -2.9577 -4.6463 0.0 0.0 0.0
N -0.2762 2.5430 -2.4266 0.0 -0.1 0.1
N -0.8715 -1.7408 -2.9053 0.3 -0.1 -0.1
N -3.1829 -1.8731 -3.2932 0.0 -0.1 0.0
N -1.4491 1.0579 2.1997 -0.1 0.0 0.1
N -0.4949 4.8220 -2.3928 0.0 0.0 0.1
N -1.4820 2.1185 4.3061 -0.1 0.0 0.0
N -0.9472 -0.3786 -0.8758 0.1 -0.1 0.0
N -3.0426 1.4753 0.6149 -0.1 -0.2 0.1
C 3.4323 2.1004 -0.8735 0.0 0.0 0.0
C -0.7249 -2.0219 2.5340 0.0 -0.4 0.1
C -3.2085 2.5745 2.7466 0.1 0.0 0.1
C -0.8768 1.2381 3.4307 -0.1 0.2 0.0
C -2.6239 2.7549 3.9522 0.0 0.0 0.0
C -2.6679 -2.5699 1.1027 0.0 -0.1 0.0
C -1.0438 -4.2993 -0.3969 -0.1 0.0 0.0
C 2.5172 1.1152 -0.4869 0.0 0.1 -0.1
C 3.5003 -0.4028 -2.0709 0.0 0.0 0.0
C -1.2914 -2.7128 1.4360 0.1 0.2 -0.1
C -0.4964 -3.5941 0.6425 0.0 -0.1 0.0
C -2.5642 1.6904 1.8413 0.0 0.1 -0.2
C 2.5515 -0.1379 -1.0976 -0.1 -0.1 0.1
C -2.4000 -4.1296 -0.6720 -0.1 -0.1 -0.1
C -0.9648 -1.0533 -1.8321 -0.1 0.2 0.1
C -0.8499 2.3219 5.6158 0.0 0.0 0.0
C -1.9150 -2.1865 -3.5950 -0.3 -0.1 0.0
C 4.3706 1.8293 -1.8496 0.0 0.0 0.1
C 3.6776 -0.9965 2.3036 -0.1 0.0 -0.1
C -3.2217 -3.2827 0.0651 0.0 0.0 0.0
C 4.4087 0.5785 -2.4585 0.0 0.0 0.0
C 5.4850 0.3582 -3.4895 0.0 0.0 -0.1
C -0.3314 3.6805 -1.7269 0.2 0.0 -0.1
H -1.3899 -1.5493 3.2455 0.0 0.0 0.0
H -2.5291 0.8857 -0.0239 0.0 0.0 0.0
H -0.7090 -3.1717 -4.8702 0.0 0.0 0.0
H -2.3967 -3.3388 -5.2233 0.0 0.0 0.0
H -0.4803 5.6903 -1.8835 0.0 0.0 0.0
H 0.2322 -2.3521 2.9191 0.0 0.0 0.0
H -4.2785 -3.2341 -0.1618 0.0 0.0 0.0
H -4.1128 3.0973 2.4819 0.0 0.0 0.0
H -0.4635 -4.9963 -0.9850 0.0 0.0 0.0
H 0.1801 2.6393 5.4775 0.0 0.0 0.0
H -3.8838 1.9293 0.3080 0.0 0.1 0.0
H -3.3775 -1.3887 -2.4338 0.0 0.0 0.0
H 4.4026 -1.0093 -4.2902 0.1 0.0 -0.1
H -3.2887 -1.9244 1.7112 0.0 0.0 0.0
H 1.9795 -0.5823 3.2118 0.0 0.0 -0.1
H 3.9840 0.0422 2.1687 0.0 0.0 0.0
H 1.8700 -0.9234 -0.7854 0.0 0.1 0.0
H 5.0986 2.5726 -2.1451 0.0 0.0 0.0
H 0.5498 -3.7178 0.8942 0.0 0.0 0.0
H -3.0383 3.4226 4.6948 0.0 0.0 0.0
H -1.4088 3.0888 6.1439 0.0 0.0 0.0
H -0.5877 4.8593 -3.3950 0.0 0.0 0.0
H -0.1181 1.6774 -1.9330 0.0 0.0 0.0
H -3.9603 -2.2998 -3.7702 0.0 0.0 0.0
H 3.9497 -1.5659 1.4183 0.0 0.0 0.0
H 3.5432 -1.4001 -2.4921 0.0 0.0 0.0
H 4.1858 -1.4201 3.1690 0.0 0.0 0.0
H -0.2243 2.5432 -3.4321 0.0 0.0 0.0
H 3.4073 3.0724 -0.3975 0.0 0.0 0.0
H -0.8634 1.3930 6.1805 0.0 0.0 0.0
```
Positions in Å, forces in eV/Å.

Its spin multiplicity is 5. As for the expectation value of S²: 6.050. The value obtained for the total energy is -73559.9887 eV. The calculation puts the lowest unoccupied orbital energy (spin up / spin down) at -4.7 / -7.4 eV. The value obtained for the energy above the lowest of the compared OMol25 structures with the same formula, charge and spin is 5.3 kcal per mole. As for the total charge: +2.

Here are the natural (NBO) charges for atoms 1 to 6, given in e:
1 Pt 1.10
2 S -0.09
3 S 0.13
4 F -0.31
5 O -0.65
6 O -0.76

=====

[3]
This record from the Open Molecules 2025 dataset describes a molecular structure, C23H30LiN5O2S. The level of theory is ωB97M-V/def2-TZVPD.

The geometry in XYZ format:
```
62
Properties=species:S:1:pos:R:3:forces:R:3
S -0.0499 -3.9768 -1.0753 0.0 0.0 0.0
O -0.4330 1.7960 -0.4262 -0.1 0.0 0.0
O -1.8880 2.4095 1.1407 0.0 0.0 -0.1
N -5.2403 2.9561 4.0829 0.0 0.0 0.0
N 1.0236 0.3723 1.2563 0.0 0.0 0.0
N -3.2658 2.1016 3.1859 -0.1 0.0 0.0
N -0.2817 -1.4078 -1.0942 -0.1 -0.1 0.0
N -4.4874 3.6018 1.9840 0.0 0.0 0.0
C -2.7589 -3.9265 -0.2288 0.0 0.0 0.0
C -4.8787 0.5637 0.0587 0.0 0.0 0.0
C -6.2310 -1.4021 -0.6311 0.0 0.0 0.0
C -1.5143 -1.9103 -0.7232 0.0 0.0 0.0
C -0.3724 0.5767 1.6216 0.0 0.0 0.0
C -2.9874 1.0963 4.1933 0.0 0.0 0.0
C -0.9338 1.6884 0.6944 0.2 0.1 0.1
C -3.8538 -3.1406 0.0693 0.0 0.0 0.0
C -0.6574 0.7524 3.1276 0.0 0.0 0.0
C 2.3965 -0.7563 -1.7527 0.0 0.0 0.0
C -5.0834 -0.9349 0.2747 0.0 0.0 0.0
C -1.9845 0.1117 3.6005 0.0 0.0 0.0
C 3.7290 -0.6062 -2.1764 0.0 0.0 0.0
C -5.4758 -1.1577 1.7421 0.0 0.0 0.0
C -2.6435 -1.1325 -0.4463 0.0 0.0 0.0
C 1.9657 -2.1034 -1.7485 0.0 0.0 0.0
C -1.5829 -3.3022 -0.6320 0.0 0.0 0.0
C -3.8215 -1.7379 -0.0435 0.0 0.0 0.0
C 0.5803 -2.3535 -1.3296 0.0 0.0 0.0
C 2.7666 -3.1908 -2.1228 0.0 0.0 0.0
C -4.3129 2.8648 3.1018 0.0 0.0 0.0
C 4.0657 -2.9707 -2.5335 0.0 0.0 0.0
C 4.5446 -1.6627 -2.5601 0.0 0.0 0.0
Li 0.8200 0.3342 -0.8830 0.1 0.1 0.0
H -7.1391 -0.8341 -0.4145 0.0 0.0 0.0
H -4.0708 0.9558 0.6797 0.0 0.0 0.0
H -5.0185 4.4531 2.0378 0.0 0.0 0.0
H -6.1628 3.2772 3.8468 0.0 0.0 0.0
H -4.6405 0.7939 -0.9811 0.0 0.0 0.0
H 5.5629 -1.4740 -2.8849 0.0 0.0 0.0
H -4.7665 -3.6302 0.3855 0.0 0.0 0.0
H -2.5659 2.1826 2.3318 0.1 -0.1 0.0
H -5.6691 -2.2096 1.9558 0.0 0.0 0.0
H -5.7967 1.0970 0.3171 0.0 0.0 0.0
H 4.1608 0.3915 -2.2155 0.0 0.0 0.0
H -1.7864 -0.6613 4.3441 0.0 0.0 0.0
H -2.4672 -0.3903 2.7561 0.0 0.0 0.0
H -6.4531 -2.4599 -0.4868 0.0 0.0 0.0
H 1.4002 -0.4865 1.6364 0.0 0.0 0.0
H -2.5782 1.5636 5.0952 0.0 0.0 0.0
H -5.1695 2.3325 4.8675 0.0 0.0 0.0
H -5.9749 -1.2526 -1.6811 0.0 0.0 0.0
H -2.8195 -5.0041 -0.1478 0.0 0.0 0.0
H -6.3827 -0.5944 1.9788 0.0 0.0 0.0
H 4.6959 -3.7984 -2.8338 0.0 0.0 0.0
H -4.6773 -0.8227 2.4096 0.0 0.0 0.0
H -0.8947 -0.3289 1.2983 0.0 0.0 0.0
H 1.6175 1.1412 1.5433 0.0 0.0 0.0
H -3.7410 3.5546 1.2959 0.0 0.0 0.0
H -2.5601 -0.0610 -0.5706 0.0 0.0 0.0
H 2.3791 -4.2059 -2.1063 0.0 0.0 0.0
H -0.6216 1.8133 3.3939 0.0 0.0 0.0
H 0.1657 0.2786 3.6638 0.0 0.0 0.0
H -3.9045 0.5661 4.4727 0.0 0.0 0.0
```
Positions in Å, forces in eV/Å.

The value obtained for the total energy is -46926.6760 eV. The calculation puts the lowest unoccupied orbital energy at -0.1 eV. The value obtained for the energy above the lowest of the compared OMol25 structures with the same formula, charge and spin is 0.4 kcal per mole. As for the total charge: 0.

Here are the natural (NBO) charges for atoms 1 to 6, given in e:
1 S 0.36
2 O -0.71
3 O -0.80
4 N -0.80
5 N -0.84
6 N -0.59

=====

[4]
This record from the Open Molecules 2025 dataset describes a molecular structure, C23H30MnN4O2SSi. The level of theory is ωB97M-V/def2-TZVPD.

The geometry in XYZ format:
```
62
Properties=species:S:1:pos:R:3:forces:R:3
Mn 1.2887 0.8549 -1.0087 0.1 0.1 -0.1
S 2.1266 -0.0792 1.2363 0.0 0.0 0.0
Si -4.3733 1.3012 0.7390 -0.1 0.1 0.0
O 0.7246 -0.0787 0.6224 0.0 0.0 0.0
O 2.1845 0.6243 2.4713 0.0 0.0 0.0
N 4.0016 -5.5974 1.7534 0.0 0.0 0.0
N 4.1593 2.5270 0.6336 0.0 0.0 -0.1
N 2.5112 2.4841 -1.0882 0.0 0.0 0.1
N 2.9102 0.5767 -0.0268 -0.1 0.0 0.0
C -4.0144 2.2831 -0.7612 0.0 0.0 0.0
C 3.1084 -1.0367 -3.4840 0.0 0.0 0.0
C -6.5325 2.8706 1.5159 0.0 0.0 0.0
C 2.0354 -2.5607 2.2205 0.0 0.0 0.0
C 3.5796 -4.3199 1.6220 0.0 0.0 0.0
C 1.1284 -0.0503 -2.4321 0.0 0.0 0.0
C -7.0550 1.3303 3.7871 0.0 0.0 0.0
C -7.5834 3.2053 2.3453 0.0 0.0 0.0
C 2.4701 -3.8540 2.3571 0.0 0.0 0.0
C -7.8404 2.4364 3.4762 0.0 0.0 0.0
C 3.2554 1.9333 -0.1040 0.1 -0.1 0.1
C -3.3226 -0.1477 1.1041 0.0 -0.1 0.1
C 4.2306 -3.4349 0.7435 0.0 0.0 0.0
C 3.7941 -2.1388 0.6018 0.0 0.0 0.0
C 4.3707 3.8109 0.3367 0.0 0.0 0.0
C -6.0049 0.9861 2.9613 0.0 0.0 0.0
C -5.7269 1.7530 1.8116 0.0 -0.1 0.0
C 1.3164 -2.4850 -2.4758 0.0 0.0 0.0
C 1.5951 -1.1902 -3.2604 0.0 0.0 0.0
C 0.8521 -1.2045 -4.6008 0.0 0.0 0.0
C 2.7287 3.7741 -1.3699 0.0 0.0 -0.1
C 3.6843 4.4803 -0.6722 0.0 0.0 0.0
C 2.6909 -1.7014 1.3330 0.0 0.0 0.0
H 1.8324 -2.4829 -1.5145 0.0 0.0 0.0
H 4.3108 -1.4613 -0.0630 0.0 0.0 0.0
H -4.4162 1.7510 -1.6306 0.0 0.0 0.0
H -2.6186 0.0990 1.9061 0.0 0.0 0.0
H 3.6017 -6.2015 2.4484 0.0 0.0 0.0
H -6.3389 3.4735 0.6377 0.0 0.0 0.0
H 1.0402 -0.2922 -5.1685 0.0 0.0 0.0
H 2.1383 4.2168 -2.1610 0.0 0.0 0.0
H 4.8474 -5.9063 1.3092 0.0 0.0 0.0
H 1.6742 -3.3351 -3.0580 0.0 0.0 0.0
H 3.4724 -1.8844 -4.0653 0.0 0.0 0.0
H -3.9346 -0.9809 1.4553 0.0 0.0 0.0
H -8.2043 4.0605 2.1183 0.0 0.0 0.0
H -2.7416 -0.4754 0.2427 0.0 0.0 0.0
H -8.6650 2.7026 4.1245 0.0 0.0 0.0
H 0.2955 0.6483 -2.7489 0.0 -0.1 0.0
H 5.0920 -3.7758 0.1840 0.0 0.0 0.0
H 1.1975 -2.0486 -5.1980 0.0 0.0 0.0
H -2.9354 2.3645 -0.9012 0.0 0.0 0.0
H -5.3977 0.1228 3.2058 0.0 0.0 0.0
H -4.4536 3.2783 -0.7408 0.0 0.0 0.0
H -7.2689 0.7435 4.6694 0.0 0.0 0.0
H -0.2240 -1.3136 -4.4567 0.0 0.0 0.0
H 5.1232 4.3186 0.9278 0.0 0.0 0.0
H 3.3370 -0.1232 -4.0338 0.0 0.0 0.0
H 1.9683 -4.5220 3.0449 0.0 0.0 0.0
H 3.8888 5.5157 -0.8974 0.0 0.0 0.0
H 0.2485 -2.6199 -2.2988 0.0 0.0 0.0
H 1.1958 -2.2097 2.8071 0.0 0.0 0.0
H 3.6413 -1.0147 -2.5325 0.0 0.0 0.0
```
Positions in Å, forces in eV/Å.

Its spin multiplicity is 2. As for the expectation value of S²: 1.006. The value obtained for the total energy is -84408.9240 eV. The calculation puts the lowest unoccupied orbital energy (spin up / spin down) at -6.6 / -6.6 eV. As for the total charge: +2.

Here are the natural (NBO) charges for atoms 1 to 6, given in e:
1 Mn 0.90
2 S 2.28
3 Si 1.94
4 O -0.95
5 O -0.86
6 N -0.75